Here is a structure of composition C9H19NO3 at a distorted geometry from the OMol25 dataset. Energies are from ωB97M-V/def2-TZVPD.

```
32
C9H19NO3 | the OMol25 dataset | ωB97M-V/def2-TZVPD
C 4.50 0.26 0.34
C 3.28 -0.75 0.64
C 1.89 -0.39 -0.19
C 0.53 -1.04 -0.20
C -1.88 -1.30 -0.54
C -3.00 -0.39 -0.34
C -2.46 0.49 0.72
C -1.01 0.72 0.31
C -0.98 2.01 -0.61
H 5.03 0.51 -0.60
H 4.11 1.23 1.01
H 5.39 0.03 1.15
H 3.22 -0.65 1.75
H 3.68 -1.71 0.33
H 2.61 -0.57 -1.31
H 1.79 0.85 -0.10
H 0.74 -1.87 -0.86
H 0.15 -1.56 0.68
H -1.45 -2.20 0.04
H -2.07 -1.68 -1.54
H -3.20 0.29 -1.19
H -3.96 -2.24 0.08
H -2.21 -0.18 1.73
H -4.13 0.68 0.92
H -0.22 0.82 1.20
H -1.71 2.71 -0.16
H -1.39 1.51 -1.86
H 0.59 1.77 -1.42
N -0.65 -0.30 -0.61
O -4.25 -0.92 0.06
O -3.42 1.38 1.18
O 0.50 2.51 -0.60
```

Output
E_HOMO: -8.81 eV
maximum force: 0.136 Eh/bohr
charge: 0
spin multiplicity: 1

Taken from the Löwdin analysis, the atomic charges in e are: C -0.16; C -0.28; C -0.17; C -0.27; C -0.10; C -0.45; C -0.38; C -0.32; C -0.13; H 0.05; H 0.11; H 0.10; H 0.09; H 0.07; H 0.18; H 0.13; H 0.12; H 0.11; H 0.15; H 0.12; H 0.17; H 0.33; H 0.20; H 0.12; H 0.20; H 0.10; H 0.21; H 0.14; N -0.12; O -0.09; O -0.01; O -0.18